(1)
Here is C16H38NiO15PdS6 as an isolated structure at a distorted geometry from the Open Molecules 2025 dataset. Energies are from ωB97M-V with the def2-TZVPD basis set.

Properties
* frontier orbital gap (alpha / beta): 0.26940 / 0.24890 Ha
* 2S+1: 5
* DFT total energy: -157436.3653 eV
* E_HOMO (alpha / beta): -14.2626 / -14.2491 eV
* E_LUMO (alpha / beta): -6.93 / -7.48 eV
* total charge: +2

Structure (XYZ):
```
77
Properties=species:S:1:pos:R:3:lowdin_spin:R:1
H -2.452 -3.617 -1.153 0.000
H 5.717 -1.624 1.260 0.000
O -0.163 0.255 3.238 0.040
H 1.415 -3.547 0.429 0.000
S 0.444 -0.072 -0.543 0.012
H -4.860 0.918 3.818 0.000
O 1.958 0.047 -0.432 0.099
O 0.296 0.226 -2.008 0.102
S 0.958 1.020 3.864 0.015
H -5.341 1.888 2.427 0.000
C -0.499 -4.990 3.135 0.000
H 2.027 2.281 2.097 0.000
H -4.845 -3.304 -0.856 0.000
H 4.138 4.523 -1.296 0.000
H 0.419 1.643 -4.110 0.000
H -1.327 -5.050 2.431 0.000
O -1.986 1.715 -6.002 0.000
C 4.720 -2.071 1.236 0.000
C -1.121 2.713 -6.351 0.000
H -0.753 2.639 -3.285 0.000
H -2.982 -3.346 -2.822 0.000
S 0.569 -3.665 2.639 0.008
O -0.307 -2.451 2.532 0.026
H 2.251 -0.407 2.504 0.000
C 3.088 4.700 -1.533 0.005
S -3.004 2.033 2.912 0.009
O -0.044 -1.411 -0.209 0.060
C 4.212 -2.212 -0.204 0.000
H -5.065 2.658 3.991 0.001
H -1.309 0.190 -4.803 0.000
H -0.117 3.055 -1.117 0.000
O -0.280 0.866 0.327 0.073
H 2.770 5.588 -0.991 0.001
C 0.534 3.925 -0.991 0.000
H -2.548 1.243 -4.078 0.000
H -5.479 -2.343 -2.133 0.001
O 5.241 -5.367 0.596 0.000
H 1.471 -5.172 1.094 0.000
H 0.075 -5.915 3.033 0.000
C 4.948 -4.232 0.573 0.000
O 4.845 -3.420 1.674 0.000
H 0.271 2.590 2.251 0.000
C 0.840 -4.291 0.979 0.001
C -4.712 1.875 3.319 0.003
C 2.441 0.116 3.442 0.001
H -3.532 4.185 2.168 0.001
H 2.981 4.809 -2.611 0.000
C -3.128 3.302 1.666 0.003
H 0.373 4.344 0.000 0.000
C -4.985 -2.263 -1.157 0.003
O -0.454 3.142 -5.238 0.000
O -2.681 0.791 2.141 0.049
S -3.423 -1.473 -1.417 0.012
H -3.763 3.035 0.824 0.000
O 2.224 2.384 -2.284 0.079
H -5.636 -1.692 -0.506 0.000
H -0.833 -4.875 4.159 0.000
C -0.543 2.148 -4.236 0.000
H 2.699 -0.537 4.273 0.000
H 1.466 3.340 3.372 0.000
H -1.507 -2.488 -2.193 0.000
C -1.669 1.216 -4.718 0.000
O 4.556 -3.550 -0.544 0.000
Pd -1.354 -0.710 1.456 1.643
H 4.773 -1.525 -0.845 0.000
H 3.144 -2.047 -0.340 0.000
H 4.084 -1.459 1.870 0.000
H 3.293 0.780 3.278 0.000
O -2.880 -1.106 -0.068 0.042
H -0.121 -4.436 0.494 0.000
O -0.983 3.133 -7.441 0.000
Ni 2.311 0.462 -2.301 1.702
C 1.204 2.455 2.793 0.001
C -2.488 -2.891 -1.966 0.000
H 0.344 4.594 -1.826 0.000
S 2.182 3.263 -1.011 0.007
H -2.107 3.470 1.324 0.000
```

---

(2)
Here is a 7-piece molecular cluster, C16H38O11S5 overall at a distorted geometry from the Open Molecules 2025 dataset. Energies are from ωB97M-V with the def2-TZVPD basis set.

Properties
* frontier orbital gap: 0.31152 Ha
* DFT total energy: -93898.2696 eV
* E_HOMO: -8.5919 eV
* E_LUMO: -0.11 eV

Structure (XYZ):
```
70
Properties=species:S:1:pos:R:3:mulliken_charge:R:1
H -4.264 -11.942 5.395 0.321
O 4.864 -14.866 1.863 -0.304
C 5.780 -9.271 -1.340 -0.933
C -4.289 -12.690 6.188 -0.851
H 9.118 -12.687 -5.062 0.272
H 5.938 -10.241 -1.813 0.313
H -0.426 -13.102 -0.404 0.324
H -5.310 -13.072 6.190 0.328
H 5.975 -6.271 -0.747 0.342
H 11.517 -20.421 0.923 0.313
H 7.571 -6.155 -0.189 0.326
O 2.849 -21.849 -4.924 -0.286
H -1.499 -12.035 6.590 0.327
H 6.599 -7.289 0.669 0.311
C 11.446 -21.272 0.246 -0.887
H -1.850 -13.783 -1.004 0.299
H 10.835 -11.633 -6.984 0.328
O -4.282 -12.888 8.927 -0.593
C -0.138 -13.305 -3.961 -0.926
O -1.039 -15.433 -2.745 -0.624
H 7.086 -13.355 1.700 0.256
C 10.313 -22.492 -2.011 -0.893
O 2.257 -22.409 -6.968 -0.614
C 3.056 -21.831 -6.173 0.708
H 12.315 -21.320 -0.409 0.292
O 6.443 -14.228 3.298 -0.313
H 9.768 -11.335 -8.492 0.336
C 4.274 -20.296 -5.315 -0.325
H 10.627 -13.551 -5.093 0.349
S 7.352 -8.266 -1.434 0.487
C 6.773 -6.884 -0.328 -0.920
H 9.285 -14.471 -4.886 0.342
H 4.617 -22.058 -4.125 0.241
H 5.601 -9.578 -0.310 0.300
H 4.834 -8.818 -1.638 0.366
O 8.103 -13.803 -7.942 -0.595
H -3.540 -13.423 5.888 0.281
H -1.205 -13.197 -4.154 0.322
C 7.039 -14.390 2.038 -0.434
H 6.067 -14.713 0.205 0.223
C 5.123 -14.287 3.098 0.656
C 3.879 -21.263 -4.235 -0.335
H 8.101 -14.634 2.069 0.342
C 9.596 -13.588 -5.445 -0.891
H 9.042 -11.448 -6.961 0.264
C 6.051 -15.188 1.186 -0.143
C -1.906 -12.361 7.547 -0.927
O 9.936 -19.813 -1.243 -0.615
H 5.330 -20.209 -5.060 0.287
H 6.085 -16.277 1.171 0.259
H -1.154 -12.300 -1.805 0.268
H -1.972 -13.439 7.698 0.328
C -0.952 -13.267 -1.345 -0.831
S -0.064 -14.353 -2.495 0.519
O 4.263 -14.263 3.965 -0.542
O 8.426 -9.175 -0.842 -0.594
H 10.334 -23.468 -1.526 0.352
H 0.389 -13.802 -4.775 0.307
H 11.387 -22.175 0.854 0.339
H 11.326 -22.449 -2.411 0.310
H 3.670 -20.912 -3.224 0.324
H 0.328 -12.333 -3.796 0.342
C 9.904 -11.812 -7.521 -0.853
S -3.714 -12.076 7.792 0.458
H 9.573 -22.322 -2.793 0.293
O 4.082 -21.038 -6.475 -0.291
H -1.400 -12.026 8.453 0.328
S 9.570 -13.667 -7.363 0.448
S 9.920 -21.236 -0.712 0.497
H 3.813 -19.310 -5.256 0.294
```

---

(3)
Here is C16H39B2ClLiN3Na2O7P as an isolated structure at a distorted geometry from the Open Molecules 2025 dataset. Energies are from ωB97M-V with the def2-TZVPD basis set.

Properties
* frontier orbital gap: 0.04138 Ha
* DFT total energy: -68222.6655 eV
* E_HOMO: -0.8157 eV
* E_LUMO: 0.31 eV
* energy above the lowest of the compared OMol25 structures with the same formula, charge and spin: 0.0 kcal/mol
* total charge: -1

Structure (XYZ):
```
72
Properties=species:S:1:pos:R:3:mulliken_charge:R:1
Cl -7.219 0.060 -0.172 -0.758
H 1.407 0.704 -1.281 -0.151
H 2.129 -1.294 -2.754 0.360
H 2.473 1.693 0.173 -0.013
B 1.208 1.136 2.092 0.626
C -3.379 -1.749 0.257 -0.777
H 3.135 0.673 -2.653 0.391
H -1.404 -3.877 0.578 0.191
H -3.771 -0.778 0.577 0.721
H -2.236 1.147 -1.133 0.141
H 1.522 -3.390 -1.456 0.077
H 4.880 0.800 -2.575 0.486
C 3.686 -2.723 2.074 -0.809
H 1.977 -2.811 3.280 0.469
Na 4.863 -3.972 -1.993 0.233
H -4.252 -2.352 -0.037 0.577
H 4.231 -3.411 1.428 0.322
C 1.532 -1.857 -0.033 2.906
C 0.493 2.431 2.643 -1.046
O -0.176 -0.205 0.035 0.202
O 2.219 -0.713 0.356 -0.427
Li -4.149 -2.715 2.438 0.086
O 1.807 0.294 3.045 -0.396
H -2.080 -2.566 -2.667 0.318
N -3.100 1.613 -1.375 -0.302
H -5.412 2.760 -1.609 0.086
B -1.124 -2.272 -0.561 0.089
C -2.894 -2.091 -2.105 -1.194
H 1.059 2.826 3.498 0.242
H 0.354 -2.500 1.691 0.360
H 2.657 0.655 3.317 0.229
H -2.451 7.507 1.037 0.283
H 4.872 -0.976 -0.103 0.200
H -2.130 6.852 2.696 0.285
C -2.749 6.753 1.787 -0.167
Na -7.959 2.771 0.262 0.487
C 2.350 -2.765 2.258 -0.404
H 0.283 -1.116 -1.718 -0.085
H -3.252 1.920 -2.316 0.163
N -2.408 -1.578 -0.813 0.123
C 0.186 -1.392 -0.646 -1.543
H 4.275 -1.964 2.586 0.191
C -4.005 1.780 -0.370 0.535
H 1.113 -3.815 0.832 0.358
H -2.937 -2.225 1.164 -0.454
C 1.283 -2.790 1.190 -1.121
C -1.641 5.206 0.958 -0.071
O -3.873 6.315 1.830 -0.412
H -0.524 2.214 2.983 0.354
P 1.267 0.817 0.161 -0.524
C 2.288 -2.694 -1.084 -0.825
C 2.853 -1.982 -2.315 -1.429
H -5.825 2.498 0.056 -0.014
O -1.133 -3.651 -0.319 -0.489
O -3.797 1.392 0.766 -0.701
C 4.184 -1.187 -2.154 0.827
H -3.666 -2.860 -1.992 0.382
O -0.506 5.624 0.907 -0.415
H 6.120 -1.374 -1.254 0.308
C 5.084 -1.598 -0.971 -1.080
C 4.008 0.339 -2.096 -1.649
H 3.036 -3.312 -0.571 0.720
H -2.208 5.075 0.015 0.251
H 4.762 -1.374 -3.071 0.554
H 5.076 -2.639 -0.678 0.132
H 3.988 0.704 -1.071 0.178
N -5.178 2.416 -0.698 -0.033
H 0.457 3.238 1.907 0.204
H -1.908 4.374 1.635 0.241
H 3.030 -2.760 -3.076 0.361
H 0.483 2.030 -0.057 -0.195
H -3.286 -1.287 -2.736 0.235
```

---

(4)
Here is a 3-piece molecular cluster, C16H39BrO3P overall from the Open Molecules 2025 dataset. Energies are from ωB97M-V with the def2-TZVPD basis set.

Properties
* frontier orbital gap: 0.34680 Ha
* DFT total energy: -102691.8647 eV
* E_HOMO: -11.6335 eV
* E_LUMO: -2.20 eV
* total charge: +1

Structure (XYZ):
```
60
Properties=species:S:1:pos:R:3:mulliken_charge:R:1
H -1.728 -3.145 -4.500 0.181
H 3.028 2.553 -1.188 0.438
H -0.300 0.530 -0.965 0.387
C -2.226 -1.799 -1.231 -0.430
H 6.055 0.681 4.173 0.333
H 5.797 1.693 2.745 0.222
C 2.999 1.312 0.579 0.227
P 0.394 0.961 1.813 0.293
H -2.009 -1.197 0.827 0.396
H -1.959 1.050 1.570 0.605
C 1.768 1.980 1.211 -0.948
H -2.018 0.847 -1.008 -0.209
C -1.963 -4.198 -4.327 -0.873
H -0.506 -1.568 0.004 0.363
C -1.226 0.420 -0.391 0.395
H -3.853 -0.364 -0.958 0.577
C 3.692 2.270 -0.371 -1.518
C -1.129 1.258 0.892 -1.359
H -1.499 -0.105 -3.859 0.233
H 1.344 2.710 0.517 0.606
C -2.070 0.822 -3.802 -0.874
H -3.698 -5.476 -4.219 0.302
O 3.412 1.406 4.016 -0.317
H -2.072 1.264 -4.797 0.339
H 3.673 1.016 1.379 0.139
H -4.360 -1.964 -1.458 0.447
H 2.106 2.521 2.098 0.504
H -1.443 -4.787 -5.083 0.391
H 3.566 0.507 4.325 0.221
C 5.838 1.697 3.836 -0.998
C -3.593 -1.207 -1.611 -1.098
C 0.548 0.028 4.421 -1.415
H 0.719 -0.388 1.679 0.065
H -1.146 2.328 0.663 0.557
H -1.581 -4.480 -3.344 0.198
H 3.992 3.170 0.171 0.393
H 4.590 2.225 5.517 0.305
H -3.766 1.144 -2.462 0.291
H 0.575 0.292 5.476 0.379
C 4.539 2.199 4.426 -0.349
H -3.998 -2.758 -3.544 0.306
H 0.666 2.137 3.880 0.507
H 4.582 1.814 -0.801 0.425
H -1.609 -1.859 -2.130 0.298
O -4.165 -3.699 -3.397 -0.483
O -3.682 -0.845 -2.975 -0.540
Br 2.564 -0.334 -0.381 -0.094
H 6.667 2.333 4.144 0.374
H -3.838 -4.169 -5.392 0.273
H 4.318 3.210 4.083 0.286
H -2.376 -2.829 -0.905 0.324
H -0.946 1.421 3.720 0.565
H -0.151 -0.799 4.292 0.418
C -1.471 -1.068 -0.119 -0.833
H -1.536 1.505 -3.140 0.222
C -3.462 -4.427 -4.396 -0.227
C 0.121 1.240 3.587 -0.552
H 1.536 -0.331 4.136 0.272
H -4.214 0.734 -4.106 0.453
C -3.492 0.519 -3.319 -0.391
```